# C32H64O8

A cluster of 8 separate species, C32H64O8 in total in a non-equilibrium geometry (ωB97M-V with the def2-TZVPD basis set, the OMol25 dataset).

Structure (XYZ):
```
104
Properties=species:S:1:pos:R:3:forces:R:3:lowdin_charge:R:1
C -4.12328 1.29180 -0.17966 1.790 3.971 -0.104 -0.179
C -4.58528 1.12080 1.23634 3.233 -0.745 3.922 -0.213
C -6.00428 0.70980 1.08134 4.559 -2.436 -5.521 -0.144
O -6.34328 1.42580 -0.15666 -3.282 -0.621 1.735 -0.095
C -5.36928 1.16480 -1.05866 2.890 7.012 1.270 -0.241
H -3.25428 0.73980 -0.43066 0.625 -0.866 -0.509 0.059
H -3.74828 2.41080 -0.13966 -0.598 -2.002 -0.857 0.145
H -4.27228 2.09180 1.79834 -1.456 -1.587 -0.605 0.136
H -4.01528 0.27380 1.88734 -1.120 1.835 -1.724 0.126
H -6.60428 0.95580 1.77934 -4.481 1.815 4.689 0.050
H -5.88428 -0.46720 1.03634 -1.060 2.014 -0.641 0.169
H -5.32628 1.84880 -1.96266 -0.497 -0.521 1.250 0.152
H -5.35228 0.27180 -1.34366 -0.577 -7.813 -2.895 0.041
C -2.68528 1.66180 -4.54466 -2.911 -1.446 -1.117 -0.152
C -1.81428 2.30080 -5.59566 -0.960 2.434 3.566 -0.163
C -1.08528 3.44380 -4.84766 -4.778 -1.267 0.226 -0.122
O -1.00928 3.01280 -3.46866 -1.072 -1.083 -0.574 -0.132
C -2.13528 2.11580 -3.25466 0.098 3.131 -0.654 -0.203
H -2.90828 0.53180 -4.57766 1.177 1.436 -0.247 0.140
H -3.71528 2.02780 -4.80166 0.606 0.075 1.063 0.122
H -2.31228 2.45680 -6.47666 -2.110 2.146 -1.833 0.093
H -1.31828 1.61780 -6.01266 5.664 -5.738 -2.291 0.023
H -1.88028 4.21080 -5.15166 1.764 0.460 1.482 0.148
H -0.09028 3.59580 -4.86666 3.212 1.320 -2.199 0.085
H -2.75728 2.76180 -2.73666 -2.267 1.327 0.715 0.099
H -1.98328 1.45180 -2.50966 1.358 -2.808 1.580 0.050
C 3.26172 2.69180 -1.33166 2.933 -3.623 0.125 -0.147
C 3.66972 1.84180 -0.11366 0.294 -2.226 0.802 -0.202
C 4.68972 2.60980 0.64534 -0.359 2.514 -0.183 -0.221
O 5.49472 3.04680 -0.47066 -0.376 1.187 -0.818 -0.157
C 4.57772 3.40380 -1.62266 -1.588 2.477 4.287 -0.115
H 2.38272 3.19580 -1.24166 -2.084 2.118 0.631 0.081
H 3.04572 1.91180 -2.04166 0.137 0.095 -0.739 0.070
H 4.18872 0.84680 -0.42466 -1.055 1.609 0.281 0.154
H 2.90472 1.60680 0.59834 -1.092 -0.462 -0.031 0.068
H 5.27072 2.10680 1.45034 -0.119 0.084 -1.032 0.129
H 4.17072 3.52280 1.18334 0.931 -1.333 -0.962 0.152
H 5.07172 3.15780 -2.47166 1.447 -0.947 -2.502 0.074
H 4.29372 4.52480 -1.66366 1.111 -1.400 0.332 0.140
C -0.30428 0.88580 -0.54866 0.637 -2.835 1.077 -0.100
C -0.81428 -0.65520 -0.58266 1.361 1.193 2.430 -0.108
C -0.86828 -0.85620 0.95634 -1.341 -1.814 0.730 -0.230
O 0.00772 0.08280 1.52234 -1.187 0.576 1.212 -0.149
C -0.36728 1.33280 0.93434 4.593 -3.281 -3.483 -0.137
H -0.91728 1.33880 -1.18666 -2.111 2.587 -2.322 0.011
H 0.74072 0.95780 -0.94966 -0.973 -0.198 0.600 0.109
H 0.03972 -1.22620 -0.98666 -1.233 -0.050 -0.189 0.078
H -1.85328 -0.83720 -0.89866 0.786 0.091 -0.889 0.098
H -0.43428 -1.84820 1.31534 -1.037 1.002 -0.497 0.124
H -2.04228 -0.73920 1.29934 2.838 -0.172 -0.332 0.140
H 0.52772 1.88280 0.92334 1.016 1.446 1.056 0.088
H -1.12528 1.84880 1.33534 -3.311 1.391 1.401 0.083
C 1.77272 -0.16220 -4.82166 3.796 1.318 -0.534 -0.172
C 0.96272 -1.37020 -5.02066 3.347 -2.427 3.721 -0.171
C 0.40072 -1.69020 -3.64666 -1.408 -0.984 1.143 -0.201
O 1.08472 -0.78820 -2.75066 -0.102 0.355 -0.261 -0.178
C 1.29072 0.46480 -3.55866 5.239 -6.788 1.129 -0.105
H 1.59472 0.52180 -5.61066 -0.094 0.807 -1.107 0.099
H 2.90372 -0.34620 -4.88266 -1.523 0.155 0.544 0.148
H 1.58272 -2.24320 -5.22166 -0.542 0.233 -1.429 0.130
H 0.17872 -1.04320 -5.48766 -4.271 0.493 -4.185 0.054
H 0.50972 -2.85220 -3.46466 0.204 2.468 0.544 0.149
H -0.75028 -1.51220 -3.59666 1.738 -0.089 0.005 0.133
H 1.86972 1.16480 -3.07066 1.466 0.854 1.085 0.079
H 0.46472 0.85480 -3.74966 -7.735 3.455 -1.256 0.031
C 2.77072 0.82680 3.63634 3.532 1.565 -1.118 -0.094
C 3.02072 1.20480 5.20034 0.590 2.030 -3.983 -0.126
C 4.37472 0.58280 5.51034 1.783 0.077 -1.015 -0.174
O 5.07972 0.57680 4.19934 -0.756 0.231 -0.445 -0.169
C 4.07472 0.01080 3.28934 -3.841 -1.058 17.849 -0.161
H 2.69972 1.56880 2.69334 0.595 0.013 2.854 0.125
H 1.90772 0.37380 3.35434 -2.682 -2.279 0.200 0.036
H 2.24572 0.86280 5.77234 -1.970 -1.073 1.539 0.060
H 2.93072 2.32680 5.16634 0.800 -0.988 0.758 0.119
H 4.37972 -0.52520 5.67234 -0.726 0.922 0.847 0.118
H 5.00072 1.13480 6.32534 -0.999 -1.010 -1.736 0.145
H 3.89172 -1.07520 3.63634 0.402 1.304 -0.558 0.144
H 4.16472 0.00380 2.43334 3.242 0.289 -15.144 -0.046
C -4.25628 -4.02120 3.88134 1.237 -0.891 -4.871 -0.177
C -5.31228 -3.18820 4.35134 -2.297 0.245 0.213 -0.234
C -4.83828 -1.81220 4.47334 0.216 1.609 0.292 -0.224
O -3.94328 -1.62220 3.39334 0.406 -2.019 -0.081 -0.172
C -3.26228 -2.96920 3.27334 -0.044 1.478 0.487 -0.099
H -4.55428 -4.61920 3.02134 -0.573 -0.120 -0.218 0.113
H -3.94628 -4.80920 4.51734 1.291 0.030 1.198 0.105
H -5.76628 -3.66020 5.13734 -0.724 -0.533 3.169 0.099
H -6.18828 -3.20120 3.76134 -0.693 0.261 -1.752 0.115
H -4.25028 -1.58020 5.33134 0.235 -0.148 1.331 0.115
H -5.68328 -1.12420 4.46934 0.183 0.346 -0.371 0.128
H -2.46028 -3.12320 3.99934 0.880 1.189 -0.544 0.109
H -2.95528 -2.83220 2.20034 -0.114 -1.451 1.114 0.123
C 3.19472 -4.27420 0.62834 -1.406 -2.819 -0.569 -0.200
C 2.24672 -3.29820 0.11534 -1.011 3.952 -1.155 -0.157
C 2.99572 -1.93520 0.10334 1.870 -4.101 0.215 -0.124
O 3.95472 -2.21420 1.14134 0.124 3.473 0.376 -0.109
C 4.35772 -3.49520 1.03034 3.484 -2.420 -0.085 -0.283
H 3.40972 -4.99720 -0.12166 0.544 -0.862 -0.486 0.108
H 2.67272 -4.79520 1.41934 0.279 -0.302 0.445 0.118
H 1.49672 -3.24520 0.82634 -1.681 0.659 1.590 0.075
H 1.67872 -3.19820 -0.78166 -0.037 -1.577 -1.410 0.103
H 2.43172 -1.08720 0.13334 -1.683 2.368 1.581 0.074
H 3.50472 -1.76920 -0.82666 0.758 -0.466 -0.838 0.113
H 4.88572 -3.87820 1.94034 -0.804 0.720 -0.240 0.141
H 5.14572 -3.78320 0.24334 -0.542 1.435 0.451 0.141
```
Positions in Å, forces in eV/Å.

- highest occupied orbital energy (Eh) = -0.3373
- ΔE to the lowest compared entry with this formula, charge and spin (kJ/mol) = 1449.5
- E (Eh) = -1858.89618
- charge = 0
- SMILES = C1CCOC1.C1CCOC1.C1CCOC1.C1CCOC1.C1CCOC1.C1CCOC1.C1CCOC1.C1CCOC1
- frontier orbital gap (Eh) = 0.35637
- molecular weight (g mol⁻¹) = 576.86